# 1
C34H33MoN5S4Sb | ωB97M-V with the def2-TZVPD basis set

Computed properties:
⟨S²⟩: 2.04
E_tot (eV): -94983.4691
Kohn-Sham gap (spin up / spin down) (eV): 5.20 / 5.04
M (g/mol): 857.64
Energy above the lowest of the compared OMol25 structures with the same formula, charge and spin (kJ/mol): 62.0

Geometry as ORCA input:
```
! RIJCOSX wB97M-V def2-TZVPD def2/J DEFGRID3
* xyz -1 3
C -2.62 0.45 -4.74
H 2.36 0.53 -3.04
N 0.19 0.61 -1.02
S 2.04 -1.94 -1.12
H 2.53 -2.26 3.45
H -1.08 2.75 -0.28
C -3.83 0.24 -5.38
S 0.85 -1.32 -4.38
H -5.97 0.15 -5.16
C -0.16 2.99 -0.79
C 0.66 1.95 -1.23
C 5.60 -1.11 5.49
H -4.14 -3.77 -1.22
C -3.78 0.89 -2.66
C 3.39 -1.93 4.02
H 4.33 0.82 2.26
C 1.37 4.64 -1.61
H -5.91 0.74 -2.76
C -5.02 0.33 -4.67
N -1.35 1.00 -2.75
H 3.67 1.71 -2.89
H -1.95 1.04 0.84
H -4.18 -2.04 -1.56
C -4.99 0.65 -3.32
H 5.16 -2.75 6.80
C -0.61 -1.58 0.70
H -1.94 -3.83 2.87
C -1.57 2.13 2.76
H -2.52 2.62 2.96
C -3.78 1.30 -1.21
H 2.46 1.33 3.89
H -3.69 0.44 -0.54
C -1.83 -3.25 1.96
C 0.52 1.38 2.86
C 2.19 3.62 -2.05
C -3.52 -2.90 -1.41
Sb 0.67 -3.29 -3.18
H 5.82 0.42 4.01
H 3.17 -3.47 5.50
C -2.57 -2.68 -0.26
Mo 1.13 -0.41 0.54
C 0.18 4.32 -0.96
H -2.95 1.97 -1.02
H -0.28 2.69 4.47
S 2.27 -4.61 -4.15
H 3.11 3.86 -2.56
H 4.09 -0.73 1.46
C 4.14 -0.84 3.58
H -4.71 1.81 -0.97
H -2.22 -1.13 -2.18
C 1.87 2.27 -1.86
C -0.42 2.17 3.54
C 2.84 1.24 -2.36
C 5.24 -0.43 4.33
C -2.59 0.75 -3.38
C 3.78 -0.12 2.30
N -0.02 0.88 1.70
N 2.34 0.15 2.18
C -0.79 -2.35 1.84
C -0.86 0.23 -1.72
H 1.64 5.67 -1.77
H 3.26 0.67 -1.53
H -3.49 -4.17 0.96
H -0.08 -2.24 2.66
H -3.85 0.01 -6.44
C 4.86 -2.21 5.91
C -1.29 1.33 1.65
H 6.46 -0.78 6.06
C -1.55 -1.72 -0.32
N -1.55 -0.89 -1.46
H -1.69 0.34 -5.27
C -2.70 -3.43 0.90
H -0.47 5.10 -0.59
H -0.61 1.32 -3.37
C 3.76 -2.61 5.17
C 1.84 0.98 3.07
S 2.34 -2.57 0.77
H -2.98 -3.08 -2.34
*
```

---

# 2
C34H33N6O6P2Sr | ωB97M-V with the def2-TZVPD basis set

Computed properties:
E_tot (eV): -76429.8493
Kohn-Sham gap (eV): 8.03
M (g/mol): 771.24
Energy above the lowest of the compared OMol25 structures with the same formula, charge and spin (kJ/mol): 0.0

Geometry as ORCA input:
```
! RIJCOSX wB97M-V def2-TZVPD def2/J DEFGRID3
* xyz 1 1
H 2.08 2.05 2.56
H -3.11 2.36 2.27
H -2.81 -5.98 1.97
H 4.13 1.22 -2.95
O 4.20 -0.03 -1.43
H -3.52 0.16 3.53
C -2.90 -4.29 0.64
C -1.06 7.03 2.14
N 3.30 1.79 -3.10
C -2.59 -2.73 2.91
H 0.07 -4.40 -2.53
C -0.85 4.26 2.39
H -1.13 2.04 5.42
C -1.67 4.82 1.41
C 1.00 -4.57 0.73
H 3.67 1.52 4.36
H 1.32 -5.25 1.50
H -2.24 4.18 0.75
Sr 0.55 0.20 0.38
C 0.72 -5.00 -0.56
C -0.08 1.92 5.17
H 2.87 1.23 6.68
C -6.30 1.22 -0.60
N 3.35 0.36 -0.65
O 3.09 -0.21 0.42
C -2.78 -4.90 1.88
C 0.82 1.61 6.18
C 0.31 -4.10 -1.52
H 1.75 -2.93 4.04
H -7.20 1.59 -1.07
C -2.41 1.94 2.99
O 1.65 -3.39 3.19
H 3.04 2.03 -4.04
C -5.06 1.55 -1.11
H -2.93 -2.45 -0.46
C -2.85 -2.91 0.53
C 1.72 1.92 3.58
H 0.33 7.12 3.78
H -1.14 8.10 2.05
C -3.91 1.06 -0.51
C -1.78 6.20 1.30
O 0.21 -0.51 -1.93
C -2.56 0.42 3.06
N 0.45 -2.36 0.07
H 0.47 1.49 7.20
C -5.25 -0.11 1.11
H -2.93 1.29 -0.92
C 0.36 2.08 3.86
C -0.24 -1.68 -2.16
C -3.99 0.23 0.61
H 0.84 -6.05 -0.82
C -2.63 -4.11 3.02
C -6.40 0.38 0.51
O 0.71 -1.45 2.60
H -0.19 3.34 -1.25
C 0.19 -2.76 -1.17
H 0.51 4.68 4.01
H -5.33 -0.77 1.97
H -2.43 6.63 0.54
C 2.43 1.90 -2.11
N 1.30 2.60 -2.34
N 2.55 1.42 -0.87
C 2.62 1.63 4.59
H -2.55 -4.58 3.99
H -2.65 2.40 3.95
C 0.83 -3.22 1.00
P -2.46 -0.34 1.39
O -0.98 -2.04 -3.06
C 2.17 1.47 5.89
H -4.98 2.18 -1.99
H -1.77 -0.02 3.68
H -3.02 -4.90 -0.25
H -2.48 -2.13 3.81
C -0.24 6.48 3.11
H -7.37 0.11 0.90
C -0.13 5.10 3.24
C 1.04 -2.59 2.33
P -0.72 2.45 2.45
H 1.15 2.98 -3.27
C -2.71 -2.12 1.66
N 0.18 2.43 -1.51
H -0.51 1.87 -1.99
*
```

---

# 3
C34H34As2O6PbS2 | ωB97M-V with the def2-TZVPD basis set

Computed properties:
E_tot (eV): -196689.4176
Kohn-Sham gap (eV): 5.97
M (g/mol): 959.82
Energy above the lowest of the compared OMol25 structures with the same formula, charge and spin (kJ/mol): 144.0

Geometry as ORCA input:
```
! RIJCOSX wB97M-V def2-TZVPD def2/J DEFGRID3
* xyz 0 1
O 1.44 2.72 0.91
O -2.91 0.60 2.05
H -2.75 3.40 5.00
H -1.19 1.93 -6.34
C 2.29 -1.74 2.96
C -0.21 2.69 2.90
O -0.90 2.07 0.42
C -2.47 0.77 -2.85
As 0.17 -0.05 -1.93
H -1.54 -4.63 0.24
S 0.28 2.00 1.33
O -3.41 3.16 1.09
H 1.47 3.97 5.55
C -1.11 0.70 -3.17
C -2.68 -2.54 2.55
H -2.67 3.01 0.48
C 3.67 3.07 -1.57
C -0.66 3.75 5.43
C -3.35 1.29 -3.81
H 3.07 -2.38 2.55
H -0.39 -4.38 -4.36
H -2.73 -3.61 2.79
C 1.67 -3.77 -4.44
H 4.72 1.50 -0.55
C 0.86 3.12 3.68
H 2.30 -1.81 4.05
C 1.62 1.22 -1.90
S -3.28 0.26 -1.36
H 2.89 -0.90 -3.13
H 2.42 -3.98 0.65
C -0.08 -2.51 -3.37
H 0.12 -0.09 4.25
C 0.95 -2.08 2.41
C -0.26 -1.78 3.01
C 0.84 -1.53 -3.00
C 0.63 3.64 4.95
H 1.99 -4.64 -5.00
C -1.55 1.61 -5.37
C 3.82 1.78 -1.08
H 1.86 3.07 3.28
H 2.37 4.45 -2.58
C 2.58 -2.79 -4.09
C 2.17 -1.67 -3.38
C 2.79 0.86 -1.22
H 2.53 -2.35 -0.01
H -0.74 -3.71 -1.02
C -0.43 -1.03 4.30
H 2.50 -0.70 2.69
H 0.39 1.03 -4.67
C -1.27 -2.22 2.14
H 4.47 3.79 -1.44
H -3.61 2.10 -5.76
C -0.67 1.11 -4.43
C -2.90 1.70 -5.04
H 3.62 -2.89 -4.38
H 0.56 2.81 -2.87
H -4.40 1.36 -3.56
C -1.52 2.79 3.37
C 2.50 3.43 -2.21
C 1.84 -3.17 0.21
C -1.33 -3.62 -0.11
H -3.43 -2.36 1.79
H -2.28 -3.16 -0.38
H -0.86 4.16 6.41
H -0.06 -1.60 5.15
Pb -1.69 -0.31 0.57
As -3.18 2.21 2.53
C 0.33 -3.62 -4.08
O 0.50 0.56 1.59
C -0.59 -2.84 0.93
C 1.48 2.51 -2.38
C 0.74 -2.72 1.13
C -1.73 3.33 4.64
O -4.41 2.41 3.55
H -1.48 -0.79 4.48
H -1.12 -2.39 -3.11
H 2.90 -0.12 -0.79
H 1.44 -3.52 -0.74
H -2.97 -1.98 3.44
*
```